DFT (ωB97M-V/def2-TZVPD) results for a cluster of 6 separate species, C18H39NO11P2S5 in total at a distorted geometry.

```
76
Properties=species:S:1:pos:R:3:forces:R:3
O -2.099254 -2.202031 -2.989189 -0.1090 -1.5124 0.4609
C -2.020821 -1.221473 -3.619525 0.3197 0.7453 -0.8537
O -3.016742 -0.387235 -3.920578 -0.5861 0.5315 0.7551
C -2.465612 0.907691 -4.171265 0.5645 0.0069 -0.5035
C -0.944834 0.664790 -4.001383 0.1877 1.3290 -0.7162
P -0.046109 1.446987 -5.468680 -0.6420 -0.6647 -0.6779
P 1.974575 0.687571 -5.352834 0.5699 0.7068 -0.5115
O 2.662615 1.067823 -6.590491 -0.0295 0.0422 -0.1981
O 1.906301 -0.891364 -5.131613 -0.3820 0.0249 0.2910
O 2.668361 1.261424 -4.050509 -0.0351 -0.4130 0.2996
C -0.404770 1.118784 -2.673127 -0.1012 -0.6312 0.1547
C 0.235745 0.237611 -1.816270 0.0891 0.5887 0.2640
C 0.714936 0.766909 -0.629030 0.0517 -0.0975 0.0692
C 0.526545 2.108178 -0.351197 0.0305 0.1190 0.0376
N -0.116752 2.967138 -1.151325 0.2103 -0.6140 -0.0224
C -0.561581 2.444358 -2.287501 -0.1359 0.2732 -0.0779
O -0.862258 -0.736767 -4.190340 0.2073 -0.3255 0.6605
H -2.714792 1.177976 -5.190079 -0.1287 0.0998 -0.1917
H -2.807872 1.671189 -3.484880 -0.3801 -0.1400 0.2706
H 0.147078 2.770517 -5.050384 0.2333 -0.0110 0.3565
H 1.185633 -1.256570 -5.662287 0.0586 -0.2445 0.0052
H 3.609049 1.033288 -4.065618 0.1180 0.1052 0.2184
H 0.379042 -0.803669 -2.041849 -0.0162 -0.1915 -0.1623
H 1.221607 0.139272 0.084856 0.0687 -0.1728 0.1032
H 0.915071 2.508241 0.574202 -0.0398 0.1572 0.1607
H -1.093690 3.124772 -2.939791 -0.0880 0.2035 -0.0114
C 1.717501 -3.724932 -2.866884 -0.1276 0.0417 -0.0699
S 3.412153 -3.791384 -2.271233 -0.0894 -0.0836 0.0253
O 3.834562 -2.397003 -1.992888 0.0496 0.1337 -0.0492
C 4.134810 -4.250229 -3.852696 0.0208 -0.0072 -0.1024
H 1.078857 -3.409601 -2.043816 0.0473 -0.0063 0.0546
H 1.647270 -3.005287 -3.683636 0.0665 0.0231 0.0625
H 1.413022 -4.716116 -3.203492 0.0086 -0.0201 0.0293
H 3.892444 -3.489917 -4.595632 -0.0166 0.0328 0.0358
H 3.750379 -5.223435 -4.158210 0.0073 -0.0092 0.0129
H 5.212899 -4.307156 -3.720213 0.0081 0.0056 0.0344
C 1.515943 -1.561754 4.095668 0.0503 0.0861 0.0833
S 0.258192 -1.887055 2.858654 -0.2068 -0.0215 -0.0534
O 0.935890 -1.849386 1.534060 0.1468 -0.0125 -0.1357
C -0.596396 -0.314997 3.014677 0.0204 0.1112 0.1191
H 2.188379 -2.415897 4.114715 -0.0280 -0.0377 -0.0185
H 2.065349 -0.659455 3.824907 -0.0201 -0.0058 -0.0499
H 1.040481 -1.449786 5.069706 -0.0116 -0.0404 0.0067
H 0.089713 0.507299 2.808022 0.0101 -0.0109 -0.0043
H -1.006950 -0.222683 4.020243 -0.0225 -0.0048 0.0031
H -1.405818 -0.304128 2.287960 0.0072 -0.0466 -0.0282
C -2.491092 -6.276394 3.920276 -0.0759 -0.0072 -0.0666
S -0.853681 -6.385716 4.651591 -0.0126 -0.0832 -0.0264
O -0.403257 -4.994029 4.901632 0.0577 0.1451 0.0560
C -0.020781 -6.936515 3.158146 0.0095 -0.0341 -0.0941
H -3.169145 -5.899317 4.682429 0.0215 0.0035 0.0340
H -2.465260 -5.589314 3.074648 0.0428 0.0176 0.0149
H -2.812520 -7.267815 3.601442 -0.0027 -0.0083 0.0140
H -0.170332 -6.201349 2.367436 -0.0092 0.0354 0.0334
H -0.414506 -7.908513 2.861109 0.0071 -0.0102 0.0115
H 1.039387 -7.024154 3.384270 0.0048 0.0085 0.0382
C -2.321493 4.781900 0.782100 0.0337 0.0278 0.0319
S -3.587170 4.445501 -0.443603 0.0269 -0.0796 0.0903
O -2.958592 4.582381 -1.785461 -0.0434 0.0131 -0.1270
C -4.536083 5.945879 -0.164500 -0.0301 0.0794 0.0139
H -1.592139 3.977805 0.738047 0.0049 0.0043 -0.0152
H -1.837074 5.730205 0.549654 0.0002 -0.0019 -0.0490
H -2.777148 4.811748 1.771941 -0.0198 -0.0309 -0.0080
H -3.898122 6.813810 -0.330289 0.0323 -0.0239 -0.0188
H -4.923874 5.942827 0.854011 -0.0054 -0.0142 0.0027
H -5.362544 5.954177 -0.871634 0.0029 -0.0307 -0.0183
C 0.233922 4.188016 5.696244 0.0069 -0.0312 0.0851
S 0.636891 4.446262 3.964945 0.0578 0.1089 0.0198
O -0.156701 3.459409 3.187024 -0.0581 -0.1488 -0.0617
C 2.311093 3.804233 4.062191 0.0723 -0.0341 0.0225
H -0.801338 4.486864 5.843555 -0.0130 0.0140 -0.0340
H 0.353680 3.133394 5.944082 0.0018 -0.0103 -0.0411
H 0.885160 4.804762 6.315216 -0.0042 0.0167 -0.0047
H 2.285402 2.776366 4.424223 -0.0427 -0.0023 -0.0048
H 2.901757 4.431982 4.728979 0.0029 0.0146 -0.0102
H 2.735411 3.833087 3.061070 -0.0252 0.0190 -0.0247
```
Positions in Å, forces in eV/Å.

As for the total charge: 0. For the HOMO-LUMO gap, the calculation gives 9.02 eV. For the max |F|, the calculation gives 1.6 eV/A. The LUMO energy is 0.410 eV. The value obtained for the HOMO energy is -8.6128 eV. For the total energy, the calculation gives -4265.23730 hartree.

Charges per atom according to Löwdin partitioning, unit e: number 1, O, carries 0.209; number 2, C, carries -0.570; number 3, O, carries 0.092; number 4, C, carries -0.093; number 5, C, carries -0.599; number 6, P, carries 0.976; number 7, P, carries 0.210; number 8, O, carries -0.328; number 9, O, carries -0.160; number 10, O, carries -0.145; number 11, C, carries -0.195; number 12, C, carries 0.021; number 13, C, carries -0.031; number 14, C, carries -0.131; number 15, N, carries 0.091; number 16, C, carries -0.124; number 17, O, carries -0.002; number 18, H, carries 0.112; number 19, H, carries 0.130; number 20, H, carries -0.046; number 21, H, carries 0.074; number 22, H, carries 0.095; number 23, H, carries 0.117; number 24, H, carries 0.087; number 25, H, carries 0.093; number 26, H, carries 0.101; number 27, C, carries -0.264; number 28, S, carries 0.799; number 29, O, carries -0.553; number 30, C, carries -0.272; number 31, H, carries 0.049; number 32, H, carries 0.034; number 33, H, carries 0.055; number 34, H, carries 0.052; number 35, H, carries 0.051; number 36, H, carries 0.047; number 37, C, carries -0.264; number 38, S, carries 0.803; number 39, O, carries -0.563; number 40, C, carries -0.267; number 41, H, carries 0.051; number 42, H, carries 0.052; number 43, H, carries 0.054; number 44, H, carries 0.042; number 45, H, carries 0.053; number 46, H, carries 0.053; number 47, C, carries -0.273; number 48, S, carries 0.796; number 49, O, carries -0.568; number 50, C, carries -0.271; number 51, H, carries 0.048; number 52, H, carries 0.058; number 53, H, carries 0.052; number 54, H, carries 0.059; number 55, H, carries 0.052; number 56, H, carries 0.049; number 57, C, carries -0.275; number 58, S, carries 0.803; number 59, O, carries -0.563; number 60, C, carries -0.276; number 61, H, carries 0.016; number 62, H, carries 0.064; number 63, H, carries 0.053; number 64, H, carries 0.057; number 65, H, carries 0.050; number 66, H, carries 0.046; number 67, C, carries -0.271; number 68, S, carries 0.806; number 69, O, carries -0.563; number 70, C, carries -0.266; number 71, H, carries 0.049; number 72, H, carries 0.057; number 73, H, carries 0.054; number 74, H, carries 0.054; number 75, H, carries 0.054; number 76, H, carries 0.051